No. 1
# C30H24Cl2O2PSc

A structure of composition C30H24Cl2O2PSc in a non-equilibrium geometry (the ωB97M-V functional and the def2-TZVPD basis, OMol25).

The HOMO-LUMO gap is 8.41 eV. The HOMO energy is -0.3044 Eh.

Each line ends with the Löwdin charge.
Atoms and positions in Å:
C -0.980 -1.981 2.677  -0.13
C -0.967 -2.097 1.250  -0.20
C 0.404 -2.302 0.840  -0.25
H -1.846 -2.140 0.624  0.08
C 1.220 -2.267 2.019  -0.16
C 0.365 -2.082 3.139  -0.14
H 0.659 -2.132 4.187  0.12
H -1.860 -1.934 3.316  0.11
H 0.764 -2.573 -0.148  0.08
H 2.290 -2.466 2.061  0.12
Sc 0.321 0.042 1.454  0.75
Cl 2.147 1.101 0.437  0.09
P 0.030 -0.141 -1.521  1.03
C 1.127 -1.251 -2.525  -0.36
C 0.718 -1.899 -3.706  -0.08
H -0.317 -1.845 -4.036  0.10
C 1.641 -2.593 -4.494  -0.08
H 1.296 -3.089 -5.404  0.11
C 2.986 -2.656 -4.121  -0.08
H 3.700 -3.204 -4.738  0.10
C 3.407 -2.015 -2.948  -0.07
H 4.461 -2.057 -2.651  0.11
C 2.488 -1.321 -2.156  -0.11
H 2.839 -0.795 -1.267  0.05
C -1.573 -0.568 -2.340  -0.36
C -2.138 -1.819 -2.012  -0.12
H -1.619 -2.501 -1.337  0.09
C -3.345 -2.224 -2.587  -0.08
H -3.797 -3.175 -2.284  0.11
C -3.968 -1.417 -3.550  -0.09
H -4.912 -1.730 -3.997  0.10
C -3.376 -0.209 -3.932  -0.08
H -3.834 0.413 -4.704  0.11
C -2.194 0.224 -3.321  -0.08
H -1.739 1.160 -3.642  0.10
C 0.380 1.440 -2.398  -0.41
C 1.083 1.524 -3.608  -0.07
H 1.483 0.626 -4.078  0.10
C 1.248 2.759 -4.238  -0.07
H 1.791 2.801 -5.182  0.11
C 0.724 3.919 -3.661  -0.08
H 0.865 4.881 -4.152  0.10
C 0.028 3.842 -2.446  -0.08
H -0.393 4.747 -1.996  0.11
C -0.134 2.615 -1.806  -0.12
H -0.665 2.564 -0.853  0.10
Cl -0.285 2.575 9.638  0.69
C -0.179 2.195 7.975  -0.69
C -1.339 2.008 7.208  -0.09
C -1.246 1.652 5.854  -0.01
C -0.006 1.486 5.251  -0.12
C 1.157 1.718 5.993  -0.01
C 1.073 2.063 7.343  -0.09
C 0.088 1.027 3.799  -0.52
O -0.856 1.188 2.934  -0.09
O 1.141 0.410 3.402  -0.12
H -2.299 2.137 7.696  0.10
H -2.151 1.500 5.276  0.12
H 2.133 1.636 5.521  0.12
H 1.962 2.227 7.950  0.11


No. 2
# C34H37AsNO4OsP2S6Se

A structure of composition C34H37AsNO4OsP2S6Se in a non-equilibrium geometry (the ωB97M-V functional and the def2-TZVPD basis, OMol25).

Its total charge is +1. The HOMO-LUMO gap (spin up / spin down) is 7.27 / 6.13 eV. As for the spin multiplicity: 5. The HOMO energy (spin up / spin down) is -0.3625 / -0.3895 Eh.

Each line ends with the Löwdin charge.
Atoms and positions in Å:
Os 0.590 -0.276 0.300  0.89
O -1.012 -0.746 -1.071  -0.46
S -2.069 -0.153 -0.187  0.47
O -2.854 0.877 -0.780  -0.27
O -1.348 0.244 1.066  -0.51
C -3.114 -1.506 0.239  -0.27
C -4.458 -1.488 -0.090  -0.03
C -5.241 -2.585 0.225  -0.04
C -4.672 -3.671 0.878  -0.04
C -3.321 -3.683 1.191  -0.06
C -2.514 -2.597 0.860  -0.31
P -0.704 -2.638 1.217  1.09
C -0.768 -2.907 3.021  -0.34
C -0.644 -1.773 3.818  -0.11
C -0.723 -1.871 5.198  -0.07
C -0.911 -3.109 5.791  -0.06
C -1.032 -4.245 5.002  -0.07
C -0.969 -4.151 3.621  -0.10
C -0.290 -4.274 0.523  -0.39
C -0.843 -4.663 -0.697  -0.09
C -0.463 -5.861 -1.284  -0.06
C 0.483 -6.667 -0.668  -0.07
C 1.064 -6.267 0.527  -0.06
C 0.693 -5.068 1.113  -0.12
H -4.870 -0.619 -0.586  0.12
H -6.290 -2.595 -0.033  0.12
H -5.285 -4.523 1.137  0.12
H -2.893 -4.544 1.684  0.11
H -0.481 -0.811 3.351  0.06
H -0.619 -0.981 5.803  0.11
H -0.962 -3.191 6.868  0.11
H -1.172 -5.214 5.463  0.11
H -1.064 -5.047 3.024  0.10
H -1.562 -4.021 -1.192  0.11
H -0.906 -6.166 -2.223  0.11
H 0.780 -7.601 -1.127  0.11
H 1.811 -6.890 1.002  0.11
H 1.164 -4.744 2.033  0.11
C 2.428 -2.944 -0.697  -0.24
P 2.337 -1.140 -0.991  0.76
C 4.127 -0.793 -0.857  -0.22
C 1.858 -1.043 -2.745  -0.35
C 1.034 -0.007 -3.182  -0.12
C 0.541 0.001 -4.477  -0.06
C 0.871 -1.027 -5.350  -0.06
C 1.709 -2.049 -4.929  -0.07
C 2.194 -2.066 -3.631  -0.08
H 1.535 -3.434 -1.075  0.04
H 2.497 -3.118 0.377  0.05
H 3.307 -3.378 -1.173  0.06
H 4.628 -1.344 -1.652  0.06
H 4.472 -1.147 0.115  0.06
H 4.340 0.264 -0.945  0.00
H 0.772 0.792 -2.499  0.06
H -0.111 0.801 -4.803  0.11
H 0.478 -1.027 -6.358  0.11
H 1.965 -2.855 -5.605  0.11
H 2.835 -2.879 -3.316  0.10
Se 2.066 0.814 1.774  0.67
C 1.872 0.264 3.525  -0.71
N 1.843 -0.001 4.645  0.09
C 2.213 4.247 -2.276  -0.20
As 3.294 2.818 -1.547  0.99
C 4.468 3.590 -0.214  -0.19
C 4.383 2.189 -3.029  -0.18
O 2.439 1.565 -0.888  -0.77
H 2.860 4.994 -2.736  0.05
H 1.633 4.699 -1.476  0.01
H 1.533 3.837 -3.020  0.04
H 4.957 4.483 -0.600  0.04
H 5.214 2.851 0.071  0.04
H 3.871 3.838 0.662  0.04
H 5.410 2.027 -2.705  0.04
H 4.375 2.921 -3.834  0.04
H 3.962 1.250 -3.386  0.03
C -0.262 5.194 1.869  -0.38
S -1.863 5.624 1.147  0.90
C -2.008 4.888 -0.419  -0.95
C -1.399 3.772 -1.003  -1.07
S -0.246 2.760 -0.329  0.70
S -1.934 3.438 -2.646  0.90
C -3.145 4.663 -2.774  -1.48
S -4.093 4.886 -4.078  0.63
S -3.251 5.669 -1.351  0.93
H -0.202 5.801 2.770  0.04
H 0.536 5.464 1.183  0.04
H -0.216 4.142 2.118  0.01


No. 3
# C27H54Cl12O21

A cluster of 13 separate species, C27H54Cl12O21 in total in a non-equilibrium geometry (the ωB97M-V functional and the def2-TZVPD basis, OMol25).

Its total charge is +1. The HOMO-LUMO gap (spin up / spin down) is 10.60 / 3.42 eV. As for the spin multiplicity: 2. The HOMO energy (spin up / spin down) is -0.4541 / -0.4541 Eh.

Each line ends with the Löwdin charge.
Atoms and positions in Å:
C -13.715 25.978 26.574  -0.02
O -13.628 26.393 25.206  -0.02
C -12.451 26.413 24.562  -0.53
O -11.308 26.126 24.999  0.07
O -12.670 26.971 23.352  -0.02
C -11.639 27.180 22.415  -0.05
H -14.726 25.999 26.980  0.09
H -13.058 26.672 27.098  0.10
H -13.355 24.962 26.738  0.05
H -11.830 26.656 21.478  0.08
H -10.692 26.753 22.747  0.09
H -11.582 28.235 22.147  0.10
C -15.115 20.676 22.010  0.02
O -13.861 21.422 21.940  0.02
C -12.746 20.788 22.404  -0.47
O -12.661 19.604 22.696  0.27
O -11.676 21.618 22.438  0.01
C -11.608 23.024 22.064  0.01
H -14.917 19.677 21.620  0.10
H -15.886 21.153 21.405  0.11
H -15.417 20.566 23.052  0.07
H -11.840 23.136 21.005  0.10
H -10.569 23.307 22.233  0.11
H -12.298 23.698 22.571  0.09
C -16.140 20.890 28.886  -0.09
O -16.863 20.002 28.095  -0.05
C -16.809 18.631 28.306  -0.53
O -16.133 18.054 29.142  0.12
O -17.576 18.059 27.392  -0.03
C -17.807 16.636 27.502  -0.01
H -15.992 21.920 28.560  0.09
H -15.130 20.500 29.013  0.08
H -16.618 20.953 29.863  0.10
H -16.929 16.009 27.657  0.07
H -18.266 16.269 26.584  0.10
H -18.439 16.398 28.358  0.11
C -18.063 24.965 26.127  -0.07
O -17.072 23.946 26.034  -0.01
C -17.349 22.664 25.817  -0.51
O -16.429 21.884 25.512  0.07
O -18.709 22.415 25.789  -0.05
C -19.167 21.069 25.745  -0.08
H -18.698 24.953 25.241  0.04
H -17.578 25.938 26.198  0.02
H -18.670 24.829 27.022  0.03
H -20.245 21.033 25.901  0.07
H -18.852 20.534 26.640  0.07
H -18.827 20.577 24.834  0.08
C -15.096 26.838 18.603  -0.05
O -15.271 25.866 19.570  0.01
C -15.645 26.090 20.795  -0.56
O -16.011 27.168 21.236  0.11
O -15.593 24.932 21.547  -0.03
C -15.887 24.974 22.906  -0.06
H -14.670 26.489 17.662  0.10
H -14.591 27.723 18.988  0.10
H -16.107 27.173 18.368  0.10
H -16.959 25.035 23.093  0.07
H -15.327 25.801 23.343  0.09
H -15.541 24.035 23.338  0.09
C -20.182 19.165 22.839  -0.03
O -20.915 20.414 23.063  -0.02
C -20.346 21.591 22.855  -0.61
O -19.231 21.820 22.382  0.10
O -21.313 22.475 23.175  0.00
C -20.990 23.878 22.945  -0.03
H -20.271 18.921 21.781  0.10
H -20.584 18.318 23.396  0.05
H -19.101 19.258 22.942  0.08
H -20.078 24.252 23.410  0.04
H -21.779 24.586 23.196  0.08
H -20.992 23.899 21.855  0.10
C -15.950 18.274 24.731  -0.03
O -15.222 17.483 25.608  0.01
C -13.946 17.159 25.271  -0.47
O -13.367 17.401 24.212  0.27
O -13.274 16.611 26.288  0.04
C -13.917 16.267 27.525  -0.01
H -15.447 19.241 24.704  0.07
H -16.959 18.457 25.102  0.10
H -15.974 17.915 23.702  0.11
H -14.091 17.143 28.149  0.08
H -13.379 15.549 28.144  0.11
H -14.902 15.819 27.391  0.08
C -13.519 21.411 26.328  -0.96
Cl -12.777 19.990 27.160  0.55
Cl -12.258 22.544 25.761  0.59
H -14.019 20.887 25.513  -0.01
H -14.340 21.845 26.898  0.01
C -20.854 27.611 23.590  -0.94
Cl -21.434 27.227 25.224  0.52
Cl -19.222 26.870 23.342  0.55
H -21.548 27.283 22.816  0.03
H -20.779 28.695 23.507  0.03
C -18.298 24.842 31.447  -1.00
Cl -18.324 25.722 29.822  0.44
Cl -16.762 25.077 32.180  0.56
H -19.088 25.332 32.016  0.03
H -18.337 23.767 31.270  -0.01
C -22.475 17.157 25.383  -0.96
Cl -22.431 15.888 26.679  0.47
Cl -21.472 18.492 25.959  0.56
H -22.113 16.693 24.465  0.03
H -23.471 17.550 25.180  0.04
C -18.642 29.496 26.657  -1.00
Cl -19.717 29.675 28.003  0.55
Cl -17.253 28.349 26.896  0.51
H -19.162 29.077 25.795  -0.02
H -18.236 30.490 26.470  0.03
C -20.985 23.219 29.380  -0.99
Cl -21.342 24.384 28.163  0.57
Cl -19.396 22.439 29.004  0.55
H -20.918 23.643 30.382  0.02
H -21.784 22.485 29.482  0.04


no.,E (eV)
1,-90633.2665
2,-257772.2290
3,-222129.0000